# BeCl4

A molecular structure, BeCl4 at a distorted geometry (wB97M-V/def2-TZVPD, the Open Molecules 2025 dataset).

Properties
Net charge ... -2
E_tot ... -50493.2469 eV
Frontier orbital gap ... 6.39 eV
Energy above the lowest of the compared OMol25 structures with the same formula, charge and spin ... 339.2 kJ/mol
E_HOMO ... -1.8 eV
Multiplicity ... 1

Atoms and positions in Å:
1 Be 0.001 -0.283 0.751
2 Cl -2.780 0.235 0.598
3 Cl 0.347 1.984 -1.075
4 Cl -0.253 -1.972 -1.615
5 Cl 2.685 0.037 1.341